[1]
The following is a DFT calculation (ωB97M-V/def2-TZVPD) of a molecular structure, C32H33Br4FIMnN6O6S.

Calculated values
- E (eV) = -388092.996
- ⟨S²⟩ = 8.818
- E_HOMO (alpha / beta) (Eh) = -0.1458 / -0.1492
- charge = -1
- frontier orbital gap (alpha / beta) (Eh) = 0.210 / 0.201
- spin multiplicity = 6

Last column: Löwdin charge in e.
Positions of all 85 atoms, in Å:
1 Mn 0.8462 -0.0132 0.4993  0.665
2 Br -0.8194 -1.4294 7.1512  0.653
3 C -0.8131 -1.1970 5.2723  -0.771
4 C -1.9603 -1.4766 4.5431  -0.777
5 Br -3.5268 -2.0760 5.4185  0.650
6 C -1.9604 -1.3163 3.1586  -0.640
7 Br -3.5106 -1.6602 2.1229  0.714
8 C -0.8218 -0.8794 2.4931  -0.393
9 O -0.7295 -0.7255 1.2083  -0.273
10 C 0.3728 -0.5703 3.2473  -0.430
11 O 1.3775 -0.1579 2.5760  -0.125
12 C 0.3377 -0.7450 4.6342  -0.651
13 Br 1.9038 -0.3522 5.6160  0.720
14 C 4.2052 3.6742 -5.5695  -0.060
15 C 4.2922 2.1644 -5.3611  -0.194
16 N 3.2490 1.7074 -4.4683  -0.044
17 C 3.5207 1.6847 -3.1416  0.028
18 C 2.6201 1.3961 -2.1685  -0.021
19 C 3.1225 1.4609 -0.7323  -0.564
20 O 4.1755 2.0468 -0.5161  0.050
21 O 2.4064 0.8752 0.1429  -0.146
22 C 1.2669 1.0341 -2.5111  -0.315
23 O 0.3607 0.8095 -1.6840  -0.090
24 C 1.0144 0.9853 -3.9514  -0.045
25 C -0.2319 0.5748 -4.4355  0.083
26 C -0.5507 0.6544 -5.7667  -0.171
27 F -1.8006 0.2420 -6.1336  0.037
28 C 0.3358 1.1960 -6.7215  -0.150
29 C 1.6040 1.5353 -6.2361  0.045
30 C 1.9717 1.4150 -4.8971  -0.126
31 N 0.0411 1.4376 -8.0438  -0.092
32 C 0.5886 2.6315 -8.6901  -0.244
33 C 1.6805 2.3400 -9.6403  0.034
34 N 0.4520 -0.1263 -10.4806  0.003
35 C -0.7895 0.5785 -10.2326  -0.276
36 C -1.0382 0.7678 -8.7303  -0.169
37 H 5.0131 4.0148 -6.2101  0.073
38 H 4.2777 4.1809 -4.6103  0.081
39 H 3.2581 3.9452 -6.0274  0.066
40 H 5.2542 1.9173 -4.9070  0.124
41 H 4.2283 1.6327 -6.3117  0.114
42 H 4.5299 1.9287 -2.8386  0.144
43 H -0.9604 0.2148 -3.7260  0.090
44 H 2.3168 1.8972 -6.9545  0.087
45 H 0.9338 3.2985 -7.8812  0.118
46 H -0.2249 3.1541 -9.2082  0.117
47 H 2.4638 1.6661 -9.3604  0.043
48 H 1.6293 2.6663 -10.6607  0.041
49 H 0.4278 -1.0507 -10.0628  0.077
50 H 0.6210 -0.2277 -11.4737  0.073
51 H -1.6777 0.0627 -10.6416  0.111
52 H -0.7250 1.5465 -10.7323  0.096
53 H -1.1616 -0.2194 -8.2845  0.120
54 H -1.9923 1.3097 -8.6257  0.127
55 C -1.3958 4.4352 0.9815  -0.036
56 N -2.1044 3.3520 0.3299  -0.175
57 C -3.3936 3.5611 -0.2874  -0.046
58 C -1.4761 2.1752 0.2455  -0.304
59 O -0.3610 1.9918 0.7108  -0.006
60 H -2.0125 5.3296 1.0076  0.079
61 H -0.4606 4.6420 0.4553  0.095
62 H -1.1371 4.1358 1.9996  0.098
63 H -3.8172 4.4988 0.0670  0.080
64 H -4.0742 2.7482 -0.0317  0.093
65 H -3.3084 3.6015 -1.3772  0.088
66 H -2.0454 1.3913 -0.2651  0.056
67 N -1.6319 -2.6279 -2.8822  0.094
68 C -2.6393 -1.7437 -2.7894  -0.859
69 S -2.6150 -0.5843 -1.6133  0.751
70 N -3.6555 -1.9069 -3.6897  0.050
71 C -4.8671 -1.2148 -3.7575  -0.260
72 C -6.0062 -1.9150 -4.1527  -0.037
73 C -7.2328 -1.2817 -4.2210  -0.103
74 C -7.3427 0.0628 -3.9037  -0.109
75 C -6.2062 0.7696 -3.5463  -0.086
76 C -4.9736 0.1456 -3.4803  -0.066
77 H -0.8361 -2.5249 -2.2623  -0.038
78 H -1.5507 -3.2703 -3.6512  0.101
79 H -3.6520 -2.7939 -4.1800  0.138
80 H -5.9322 -2.9676 -4.3924  0.106
81 H -8.1081 -1.8450 -4.5144  0.097
82 H -8.3051 0.5556 -3.9417  0.095
83 H -6.2744 1.8247 -3.3188  0.100
84 H -4.0928 0.7006 -3.2068  0.053
85 I 1.4807 -2.2038 -0.7544  0.337

=====

[2]
The following is a DFT calculation (ωB97M-V/def2-TZVPD) of 4 unconnected molecules or ions with the total composition C32H33I2N8O8.

Calculated values
- E (eV) = -78198.138
- E_HOMO (Eh) = -0.3544
- charge = +1
- frontier orbital gap (Eh) = 0.221

Last column: Löwdin charge in e.
Positions of all 83 atoms, in Å:
1 C -3.6056 1.6818 1.0561  -0.010
2 C -3.3867 1.3332 -0.2797  -0.182
3 C -3.0073 -0.1175 -0.7475  -0.137
4 C -2.3531 -0.9299 0.3592  -0.274
5 N -3.1207 -1.5806 1.2825  0.214
6 C -2.1759 -2.1601 2.1036  -0.356
7 N -2.5096 -2.8756 3.1821  0.193
8 N -0.9493 -1.8463 1.6698  0.181
9 N -1.0358 -1.0732 0.5634  -0.049
10 C 0.1593 -0.5493 -0.1120  -0.614
11 I 0.0378 1.5771 -0.6099  1.269
12 C 0.6394 -1.4089 -1.3883  -0.689
13 C -0.4485 -2.3541 -1.9844  -0.161
14 I 1.4296 0.0270 -2.8620  1.074
15 H -2.7908 2.2177 1.5896  0.044
16 H -4.5316 1.4492 1.6234  0.070
17 H -3.4953 2.0890 -1.0874  0.104
18 H -3.9714 -0.6252 -0.9990  0.129
19 H -2.3588 -0.0929 -1.6394  0.086
20 H -3.3970 -3.3466 3.2761  0.128
21 H -1.8422 -2.9032 3.9430  0.124
22 H -0.0595 -2.1196 2.0728  0.181
23 H 0.9853 -0.6204 0.6285  0.056
24 H 1.5098 -2.0370 -1.1023  0.065
25 H -0.0778 -2.6661 -2.9858  0.076
26 H -1.4475 -1.8947 -2.0813  0.050
27 H -0.4604 -3.2983 -1.3887  0.089
28 C 3.6417 4.1360 4.7933  -0.062
29 C 3.1890 2.9021 5.2414  -0.076
30 C 2.0002 2.3809 4.7563  -0.010
31 C 1.2766 3.1052 3.8187  -0.152
32 C 1.7170 4.3410 3.3697  0.003
33 C 2.9058 4.8558 3.8621  -0.053
34 N 0.0306 2.5525 3.2837  -0.349
35 O -0.3455 1.4688 3.7087  0.041
36 O -0.5601 3.1987 2.4404  0.020
37 H 4.5738 4.5379 5.1713  0.116
38 H 3.7668 2.3463 5.9687  0.115
39 H 1.6538 1.4195 5.1108  0.116
40 H 1.1503 4.9069 2.6429  0.120
41 H 3.2613 5.8183 3.5177  0.113
42 C 4.0407 -3.0559 2.0995  -0.067
43 C 3.2868 -1.8998 1.9431  -0.079
44 C 3.8014 -0.6718 2.3351  0.002
45 C 5.0753 -0.6179 2.8780  -0.135
46 C 5.8338 -1.7662 3.0453  0.012
47 C 5.3108 -2.9897 2.6538  -0.053
48 N 5.6415 0.6782 3.2727  -0.338
49 O 4.9498 1.6714 3.1342  0.073
50 O 6.7739 0.6848 3.7131  0.095
51 H 3.6371 -4.0118 1.7866  0.110
52 H 2.2953 -1.9570 1.5101  0.065
53 H 3.2074 0.2251 2.2095  0.116
54 H 6.8260 -1.7224 3.4734  0.126
55 H 5.8957 -3.8918 2.7773  0.115
56 C 0.4222 6.2091 -5.9289  -0.048
57 C -0.1685 6.4451 -4.6929  -0.050
58 C -0.0430 5.5141 -3.6756  0.010
59 C 0.6815 4.3517 -3.9081  -0.138
60 C 1.2698 4.1025 -5.1415  0.012
61 C 1.1364 5.0377 -6.1535  -0.049
62 N 0.8373 3.3835 -2.8373  -0.315
63 O 0.2860 3.6208 -1.7541  -0.264
64 O 1.5063 2.3777 -3.0515  -0.389
65 H 0.3265 6.9421 -6.7206  0.116
66 H -0.7247 7.3578 -4.5235  0.115
67 H -0.5056 5.7048 -2.7168  0.123
68 H 1.8300 3.1953 -5.3237  0.124
69 H 1.5920 4.8575 -7.1184  0.116
70 C -4.9324 -5.0691 -0.7059  -0.071
71 C -5.4077 -6.1224 -1.4761  -0.058
72 C -4.9944 -6.2616 -2.7932  0.007
73 C -4.1032 -5.3427 -3.3236  -0.140
74 C -3.6281 -4.2843 -2.5670  -0.007
75 C -4.0465 -4.1483 -1.2516  -0.071
76 N -3.6430 -5.4985 -4.7095  -0.350
77 O -4.0922 -6.4257 -5.3527  0.092
78 O -2.8346 -4.6901 -5.1300  0.075
79 H -5.2530 -4.9657 0.3242  0.105
80 H -6.0990 -6.8374 -1.0488  0.112
81 H -5.3689 -7.0843 -3.3870  0.124
82 H -2.9366 -3.5646 -2.9836  0.100
83 H -3.6800 -3.3261 -0.6487  0.073

=====

[3]
The following is a DFT calculation (ωB97M-V/def2-TZVPD) of a molecular structure, C32H33IN5STi.

Calculated values
- E (eV) = -83198.685
- energy relative to the best compared isomer or geometry (same formula, charge and spin) (eV) = 0.478
- E_HOMO (Eh) = -0.5857
- charge = +3
- frontier orbital gap (Eh) = 0.219

Last column: Löwdin charge in e.
Positions of all 73 atoms, in Å:
1 Ti 0.4805 0.3027 -0.0315  0.804
2 I 2.8395 1.9286 -0.4660  1.321
3 C 3.1930 2.0353 1.5712  -0.589
4 C 4.3133 2.6368 2.0637  -0.082
5 C 4.4599 2.7128 3.4688  -0.015
6 C 3.4875 2.2117 4.2911  0.022
7 C 2.3286 1.6002 3.7551  -0.136
8 C 1.2880 1.1062 4.5905  0.043
9 C 0.1568 0.5424 4.0703  -0.023
10 C 0.0179 0.4214 2.6714  -0.101
11 C 1.0184 0.8585 1.8241  -0.253
12 C 2.1779 1.4901 2.3587  -0.254
13 H 5.0729 3.0531 1.4150  0.120
14 H 5.3419 3.1818 3.8840  0.131
15 H 3.5900 2.2804 5.3674  0.136
16 H 1.3979 1.2040 5.6644  0.140
17 H -0.6379 0.1958 4.7166  0.128
18 H -0.9179 0.0087 2.3040  0.038
19 N -2.4437 -2.0054 -1.9369  0.181
20 C -3.4815 -2.4892 -1.0703  -0.216
21 C -4.6450 -2.9926 -1.6145  0.013
22 C -5.6519 -3.4252 -0.7591  -0.023
23 C -5.4884 -3.3252 0.6146  -0.025
24 C -4.3194 -2.7927 1.1502  -0.061
25 C -3.3091 -2.3923 0.2938  -0.454
26 S -1.7707 -1.8832 0.9646  1.063
27 N -1.1158 -0.9302 -0.3474  -0.348
28 C -1.4577 -1.2029 -1.6002  -0.297
29 C -0.6594 -0.5575 -2.6936  -0.169
30 C -0.9867 -0.6882 -4.0244  0.039
31 C -0.1724 -0.1058 -4.9906  0.024
32 C 0.9436 0.5917 -4.5830  0.017
33 C 1.1943 0.7021 -3.2253  -0.113
34 N 0.4180 0.1535 -2.2855  0.009
35 H -2.5915 -2.1832 -2.9167  0.145
36 H -4.7766 -3.0523 -2.6898  0.132
37 H -6.5650 -3.8323 -1.1717  0.129
38 H -6.2744 -3.6570 1.2790  0.129
39 H -4.1990 -2.7114 2.2240  0.123
40 H -1.8650 -1.2249 -4.3547  0.129
41 H -0.4161 -0.2039 -6.0406  0.142
42 H 1.6155 1.0566 -5.2918  0.139
43 H 2.0579 1.2536 -2.8923  0.024
44 C 4.5462 -3.1652 0.6538  -0.012
45 C 3.1281 -3.5576 0.2036  -0.566
46 C 3.1477 -4.2630 -1.1614  -0.016
47 C 2.4256 -4.4203 1.2675  -0.013
48 C 2.3439 -2.3092 0.0593  -0.014
49 N 1.7288 -1.3417 -0.0348  0.129
50 H 5.1148 -4.0870 0.7762  0.110
51 H 4.5342 -2.6406 1.6091  0.098
52 H 5.0481 -2.5495 -0.0926  0.098
53 H 3.7161 -5.1855 -1.0427  0.110
54 H 3.6391 -3.6555 -1.9213  0.098
55 H 2.1427 -4.5236 -1.4939  0.095
56 H 3.0095 -5.3340 1.3775  0.110
57 H 1.4154 -4.6919 0.9610  0.095
58 H 2.3889 -3.9178 2.2339  0.099
59 C -3.5430 3.9014 -0.4950  -0.015
60 C -2.0422 4.2295 -0.5764  -0.567
61 C -1.6732 4.8063 -1.9526  -0.016
62 C -1.6168 5.1747 0.5609  -0.012
63 C -1.2861 2.9658 -0.4076  -0.016
64 N -0.6933 1.9887 -0.2796  0.133
65 H -4.0858 4.8395 -0.6102  0.109
66 H -3.8104 3.4682 0.4685  0.099
67 H -3.8508 3.2282 -1.2952  0.095
68 H -2.2314 5.7342 -2.0771  0.110
69 H -1.9535 4.1301 -2.7607  0.095
70 H -0.6099 5.0367 -2.0204  0.097
71 H -2.1852 6.0979 0.4491  0.110
72 H -0.5553 5.4161 0.5044  0.098
73 H -1.8405 4.7523 1.5404  0.099